# C2H3LiMnO

A molecular structure, C2H3LiMnO at a distorted geometry (ωB97M-V/def2-TZVPD, the OMol25 dataset).

ORCA input file:
```
! wB97M-V def2-TZVPD RIJCOSX def2/J DEFGRID3
* xyz 1 7
O 0.96 0.29 0.13
C 0.69 0.27 -1.12
Li -0.02 0.58 1.45
Mn 0.27 -1.73 -0.28
H 1.21 1.08 -1.69
C -1.59 -0.68 0.44
H -2.46 -1.31 0.19
H -2.21 0.09 0.94
*
```

HOMO energy (alpha / beta), eV: -12.12 / -13.62
F_max, eV/Å: 2.33
E_LUMO (alpha / beta), eV: -5.53 / -5.61
Frontier orbital gap (alpha / beta), eV: 6.59 / 8.01
Total energy, eV: -35683.57277

Now the Mulliken charges, all in e: -0.579 0.037 0.928 0.734 0.275 -0.977 0.293 0.289



# C2H3LiO2Sm

A molecular structure, C2H3LiO2Sm at a distorted geometry (ωB97M-V/def2-TZVPD, the OMol25 dataset).

ORCA input file:
```
! wB97M-V def2-TZVPD RIJCOSX def2/J DEFGRID3
* xyz 1 8
H -3.13 -1.34 -0.15
O 0.99 -0.41 -0.67
C 0.23 -1.45 -0.55
C -1.06 -1.30 0.06
O -1.31 -0.15 0.69
Li -3.16 0.29 0.92
Sm 0.48 1.34 0.46
H 0.52 -2.40 -1.01
H -1.54 -2.18 0.51
*
```

HOMO energy (alpha / beta), eV: -10.81 / -10.48
F_max, eV/Å: 2.89
E_LUMO (alpha / beta), eV: -4.76 / -4.78
Frontier orbital gap (alpha / beta), eV: 6.05 / 5.70
Energy relative to the best compared isomer or geometry (same formula, charge and spin), eV: 1.118
Total energy, eV: -24317.58809

Now the Mulliken charges, all in e: -0.308 -0.762 -0.109 -0.068 -0.692 0.670 1.517 0.403 0.350



# C2H3LiOZn

A molecular structure, C2H3LiOZn at a distorted geometry (ωB97M-V/def2-TZVPD, the OMol25 dataset).

ORCA input file:
```
! wB97M-V def2-TZVPD RIJCOSX def2/J DEFGRID3
* xyz 0 1
C 0.56 0.51 1.08
C -0.59 0.08 0.49
O -0.90 0.55 -0.77
Li 0.69 0.00 -1.20
H 0.86 0.13 2.06
H 1.22 1.26 0.62
Zn -2.05 -0.94 -0.45
H 0.20 -1.58 -1.83
*
```

HOMO energy (alpha / beta), eV: -7.62 / -8.17
F_max, eV/Å: 1.58
E_LUMO (alpha / beta), eV: -2.25 / -2.16
Frontier orbital gap (alpha / beta), eV: 5.36 / 6.01
Energy relative to the best compared isomer or geometry (same formula, charge and spin), eV: 0.000
Total energy, eV: -52787.81499

Now the Mulliken charges, all in e: -0.559 0.277 -0.610 0.588 0.208 0.271 0.216 -0.392



# C2H3MnO3

A molecular structure, C2H3MnO3 at a distorted geometry (ωB97M-V/def2-TZVPD, the OMol25 dataset).

ORCA input file:
```
! wB97M-V def2-TZVPD RIJCOSX def2/J DEFGRID3
* xyz 0 7
O 0.97 -0.43 0.31
C 1.53 -1.69 0.17
Mn 1.26 1.37 -0.06
H 1.90 -1.89 -0.86
H 2.37 -1.84 0.87
H 0.77 -2.48 0.38
O 0.27 1.19 2.07
C 0.76 0.23 2.58
O 1.23 -0.39 3.45
*
```

HOMO energy (alpha / beta), eV: -6.96 / -10.12
F_max, eV/Å: 2.59
E_LUMO (alpha / beta), eV: 0.32 / -0.20
Frontier orbital gap (alpha / beta), eV: 7.27 / 9.92
Energy relative to the best compared isomer or geometry (same formula, charge and spin), eV: 0.020
Total energy, eV: -39583.64416

Now the Mulliken charges, all in e: -0.683 -0.614 0.446 0.252 0.249 0.216 -0.455 0.917 -0.329



# C2H3N

C2H3N in the gas phase (ωB97M-V/def2-TZVPD, the OMol25 dataset).

ORCA input file:
```
! wB97M-V def2-TZVPD RIJCOSX def2/J DEFGRID3
* xyz 0 1
C 0.08 0.21 -0.44
C -0.25 -0.37 0.86
N -0.45 -0.84 1.89
H 0.58 1.16 -0.31
H -0.77 0.31 -1.10
H 0.81 -0.47 -0.90
*
```

HOMO energy, eV: -11.85
F_max, eV/Å: 0.66
E_LUMO, eV: 0.80
Frontier orbital gap, eV: 12.65
Energy relative to the best compared isomer or geometry (same formula, charge and spin), eV: 0.022
Total energy, eV: -3612.33542
Structure (SMILES): CC#N

Now the Mulliken charges, all in e: -0.716 0.284 -0.329 0.254 0.263 0.244



# C2H3N

2 unconnected molecules or ions with the total composition C2H3N at a distorted geometry (ωB97M-V/def2-TZVPD, the OMol25 dataset).

ORCA input file:
```
! wB97M-V def2-TZVPD RIJCOSX def2/J DEFGRID3
* xyz 0 1
C 0.76 -0.35 0.17
C -0.44 0.19 0.72
N 0.79 -0.31 1.42
H 1.86 -0.61 -1.81
H -0.58 1.27 0.86
H -1.21 -0.46 0.77
*
```

HOMO energy (alpha / beta), eV: -10.38 / -10.03
F_max, eV/Å: 3.16
E_LUMO (alpha / beta), eV: -1.64 / -0.45
Frontier orbital gap (alpha / beta), eV: 8.74 / 9.58
Energy relative to the best compared isomer or geometry (same formula, charge and spin), eV: 6.669
Total energy, eV: -3605.68890

Now the Mulliken charges, all in e: -0.220 -0.069 -0.280 0.133 0.211 0.226



# C2H3N2O

A gas-phase ion, C2H3N2O (charge -1) at a distorted geometry (ωB97M-V/def2-TZVPD, the OMol25 dataset).

ORCA input file:
```
! wB97M-V def2-TZVPD RIJCOSX def2/J DEFGRID3
* xyz -1 1
C -0.91 0.09 0.03
N 0.44 -0.48 0.21
O 0.57 -1.75 -0.27
C 1.50 0.30 -0.05
N 2.20 1.21 0.05
H -1.38 -0.25 0.96
H -1.07 1.23 -0.12
H -1.34 -0.34 -0.81
*
```

HOMO energy, eV: -1.96
F_max, eV/Å: 2.49
E_LUMO, eV: 4.53
Frontier orbital gap, eV: 6.48
Energy relative to the best compared isomer or geometry (same formula, charge and spin), eV: 1.955
Total energy, eV: -7147.91047
Structure (SMILES): CN([O-])C#N

Now the Mulliken charges, all in e: -0.873 0.099 -0.838 0.344 -0.570 0.237 0.251 0.350



# C2H3N2O

A gas-phase ion, C2H3N2O (charge +1) at a distorted geometry (ωB97M-V/def2-TZVPD, the OMol25 dataset).

ORCA input file:
```
! wB97M-V def2-TZVPD RIJCOSX def2/J DEFGRID3
* xyz 1 1
C 0.03 -0.70 0.78
C 0.28 0.25 -0.25
O 1.46 0.31 -1.25
N -0.58 1.23 -0.76
N -1.09 1.98 -1.36
H 0.95 -1.16 1.23
H -0.31 -1.53 0.15
H -0.75 -0.38 1.46
*
```

HOMO energy (alpha / beta), eV: -17.68 / -16.99
F_max, eV/Å: 10.78
E_LUMO (alpha / beta), eV: -8.42 / -8.08
Frontier orbital gap (alpha / beta), eV: 9.26 / 8.91
Energy relative to the best compared isomer or geometry (same formula, charge and spin), eV: 5.039
Total energy, eV: -7137.34351
Structure (SMILES): CC(=O)[N+]#N

Now the Mulliken charges, all in e: -0.805 0.551 -0.249 0.507 -0.009 0.348 0.316 0.341



# C2H3N2O2

A gas-phase ion, C2H3N2O2 (charge -1) at a distorted geometry (ωB97M-V/def2-TZVPD, the OMol25 dataset).

ORCA input file:
```
! wB97M-V def2-TZVPD RIJCOSX def2/J DEFGRID3
* xyz -1 1
O -1.91 -1.50 -1.33
N -1.26 -1.15 -0.23
C -0.24 -0.34 -0.40
C 0.80 -0.02 0.63
N -0.20 1.02 0.63
O 0.14 2.05 -0.02
H 0.04 0.23 -1.31
H 0.87 -0.61 1.68
H 1.75 0.33 0.34
*
```

HOMO energy (alpha / beta), eV: -3.27 / -3.29
F_max, eV/Å: 4.02
E_LUMO (alpha / beta), eV: 4.31 / 4.38
Frontier orbital gap (alpha / beta), eV: 7.58 / 7.67
Energy relative to the best compared isomer or geometry (same formula, charge and spin), eV: 4.839
Total energy, eV: -9192.86450
Structure (SMILES): O=N[C@@H]1CN1[O-]

Now the Mulliken charges, all in e: -0.476 -0.454 -0.084 -0.261 -0.097 -0.576 0.403 0.196 0.348



# C2H3N2O2

A gas-phase ion, C2H3N2O2 (charge -1) at a distorted geometry (ωB97M-V/def2-TZVPD, the OMol25 dataset).

ORCA input file:
```
! wB97M-V def2-TZVPD RIJCOSX def2/J DEFGRID3
* xyz -1 3
C 0.50 0.90 -0.04
C 0.78 -0.56 0.10
N -0.74 1.16 -0.05
N -1.49 0.10 -0.28
O -2.58 -0.17 0.32
O -0.38 -1.17 -0.18
H 1.23 1.75 -0.33
H 1.39 -1.17 -0.56
H 1.29 -0.84 1.03
*
```

HOMO energy (alpha / beta), eV: 0.12 / -4.27
F_max, eV/Å: 6.80
E_LUMO (alpha / beta), eV: 4.67 / 4.36
Frontier orbital gap (alpha / beta), eV: 4.55 / 8.64
Energy relative to the best compared isomer or geometry (same formula, charge and spin), eV: 4.130
Total energy, eV: -9191.43308

Now the Mulliken charges, all in e: -0.316 -0.140 -0.665 0.479 -0.487 -0.484 0.356 0.105 0.153



# C2H3N2O2

A gas-phase ion, C2H3N2O2 (charge -1) at a distorted geometry (ωB97M-V/def2-TZVPD, the OMol25 dataset).

ORCA input file:
```
! wB97M-V def2-TZVPD RIJCOSX def2/J DEFGRID3
* xyz -1 3
C 0.78 -1.32 -1.48
C -0.92 0.83 0.87
N 0.84 -2.20 -2.24
N 0.81 -0.63 -0.33
O 1.73 0.28 -0.05
O -0.72 -0.29 0.10
H -1.52 1.58 0.48
H 0.17 1.22 0.84
H -1.15 0.53 1.82
*
```

HOMO energy (alpha / beta), eV: -0.61 / -4.57
F_max, eV/Å: 6.46
E_LUMO (alpha / beta), eV: 4.42 / 4.22
Frontier orbital gap (alpha / beta), eV: 5.03 / 8.79
Energy relative to the best compared isomer or geometry (same formula, charge and spin), eV: 3.874
Total energy, eV: -9191.68986

Now the Mulliken charges, all in e: 0.317 -0.558 -0.565 0.169 -0.552 -0.478 0.235 0.199 0.232



# C2H3N2O2

2 unconnected molecules or ions with the total composition C2H3N2O2 at a distorted geometry (ωB97M-V/def2-TZVPD, the OMol25 dataset).

ORCA input file:
```
! wB97M-V def2-TZVPD RIJCOSX def2/J DEFGRID3
* xyz 1 1
C 0.54 0.40 -0.28
C -4.25 0.00 0.30
N 0.99 0.18 0.75
N 0.16 0.52 -1.48
O -5.35 -0.02 0.08
O -3.10 0.11 0.59
H 1.05 -0.29 1.62
H 0.82 0.19 -2.25
H -0.24 1.46 -1.67
*
```

HOMO energy, eV: -15.92
F_max, eV/Å: 5.27
E_LUMO, eV: -4.62
Frontier orbital gap, eV: 11.29
Energy relative to the best compared isomer or geometry (same formula, charge and spin), eV: 0.221
Total energy, eV: -9190.10296

Now the Mulliken charges, all in e: 0.317 0.714 0.033 -0.381 -0.256 -0.463 0.360 0.347 0.328